Formula: C30H33BiN2O11
Source: the Open Molecules 2025 dataset
Level of theory: ωB97M-V/def2-TZVPD

Element x y z (Å)
C 0.3071 -0.1400 -6.9779
C 0.0906 -0.8601 -5.6150
C -0.1241 1.3306 -6.7900
C -0.9124 1.4035 -5.4410
H -0.7737 1.6385 -7.6214
H 0.7616 1.9861 -6.7650
C -1.0525 -0.1298 -4.9176
H 1.0299 -0.7394 -5.0632
H -0.0397 -1.9409 -5.8078
C -1.1980 -0.4111 -3.4031
H -1.9294 -0.5627 -5.4284
H -1.9666 1.6949 -5.6324
C -0.3118 2.3767 -4.5264
C 1.7342 -0.2572 -7.5148
C -0.4814 -0.7772 -8.1247
O -1.0384 -0.1446 -9.0186
O 2.7325 -0.2128 -6.8020
O 1.7697 -0.4524 -8.8506
O -0.5035 -2.1137 -8.0661
C -1.0399 -2.7074 -9.2412
H -0.9149 -3.7772 -9.1015
H -0.4847 -2.3639 -10.1193
H -2.0950 -2.4449 -9.3524
C 3.0900 -0.6639 -9.3576
H 3.7314 0.1774 -9.0975
H 2.9520 -0.7445 -10.4281
H 3.4992 -1.5854 -8.9441
O -0.7016 0.5185 -2.5642
H -0.6849 -1.3769 -3.1859
H -2.2968 -0.4478 -3.2701
C -1.2026 3.3492 -3.8424
C 1.1388 2.3464 -4.2950
H 1.6395 3.1292 -4.9569
H 1.6527 1.3613 -4.4809
H 1.4115 2.6267 -3.2438
H -0.7892 3.6867 -2.8640
H -2.2127 2.9201 -3.6125
H -1.3226 4.2532 -4.5189
Bi -0.2571 0.8819 -0.6871
C -2.5970 0.0319 0.5679
C -3.4841 -0.2903 -0.4773
C -2.9894 -1.4514 -1.1516
H -4.4219 0.2252 -0.7097
C -1.7923 -1.8597 -0.5429
C -1.5089 -0.9459 0.5334
H -0.7444 -1.0829 1.3017
H -2.7024 0.8097 1.3266
H -3.4976 -1.9676 -1.9744
H -1.1796 -2.7313 -0.7802
C 2.3901 0.7025 -0.0744
C 2.3178 -0.4352 0.7658
C 1.9287 -1.5619 0.0039
H 2.6534 -0.4661 1.8097
C 1.7621 -1.1791 -1.3409
C 2.0685 0.2485 -1.4308
H 2.2549 0.8001 -2.3520
H 2.6850 1.7143 0.1913
H 1.8573 -2.5836 0.3913
H 1.5430 -1.8158 -2.1988
O 0.4094 -0.0292 2.5667
C 0.0768 1.1880 2.5742
O -0.2353 1.9910 1.6327
C 0.0155 1.8205 3.9389
C -0.5364 3.0993 4.1474
C -0.6233 3.6364 5.4535
C -0.1390 2.9280 6.5657
C 0.4255 1.6656 6.3506
C 0.4942 1.1118 5.0537
N 0.9484 0.9233 7.4656
O 0.8881 1.4428 8.6006
O 1.4416 -0.2057 7.2602
N -1.2336 4.9202 5.6660
O -1.6756 5.5397 4.6750
O -1.3003 5.3642 6.8326
H -0.9175 3.6781 3.3068
H -0.1943 3.3506 7.5609
H 0.9107 0.1155 4.9199

Atomic forces in eV per Å
C -0.205 -0.516 -0.858
C 1.336 0.140 -0.416
C -0.211 -0.026 0.211
C -1.045 -1.108 -0.158
H 0.411 -0.099 0.197
H -0.392 -0.236 0.018
C 0.682 0.273 -1.257
H -0.099 -0.064 0.076
H -0.167 0.523 0.420
C -1.016 -0.698 -1.155
H -0.221 0.425 0.342
H 0.579 0.105 -0.056
C -0.413 -0.370 0.555
C 1.274 -0.021 1.898
C -1.648 1.383 -0.728
O 0.728 -1.130 1.241
O -1.448 -0.003 -1.500
O 0.523 0.127 0.595
O 0.196 0.201 -0.171
C -0.116 -0.236 -0.156
H -0.069 -0.040 -0.061
H -0.131 -0.057 0.098
H 0.151 -0.068 -0.046
C -0.135 0.050 -0.048
H 0.028 -0.092 -0.050
H 0.160 -0.017 -0.165
H 0.071 0.065 -0.018
O -0.312 0.676 -2.759
H -0.759 0.034 -0.205
H 0.479 -0.643 0.189
C -0.226 0.633 0.227
C 1.596 0.622 0.286
H -0.162 -0.794 0.631
H -0.672 0.912 -0.054
H -0.331 -0.114 -0.790
H -0.159 -0.073 -0.675
H 0.772 0.340 -0.374
H -0.153 -0.603 0.832
Bi 0.468 0.609 3.364
C -0.212 -0.721 -0.316
C 0.478 0.055 0.511
C 0.243 -0.609 0.503
H 0.459 -0.138 0.069
C -0.809 0.370 -0.229
C 0.091 0.546 -0.527
H -0.352 0.114 -0.117
H 0.073 -0.212 -0.379
H 0.302 0.309 0.298
H -0.221 0.368 -0.051
C 0.291 -1.357 -0.525
C 0.884 0.299 -0.239
C 0.493 0.045 -0.279
H -0.660 0.116 -0.559
C 0.554 1.176 0.201
C -0.146 -0.965 0.825
H -0.275 -0.151 0.348
H -0.059 -0.261 0.044
H -0.187 0.484 -0.138
H -0.059 0.168 0.319
O -0.757 1.668 -0.713
C 0.183 -0.418 1.123
O 0.270 -1.242 -0.439
C -0.013 0.716 1.939
C -0.062 -0.184 -0.762
C 0.184 -0.346 0.498
C -0.036 0.049 -0.471
C 0.074 0.085 0.343
C 0.023 -0.369 -0.762
N -0.345 0.514 -0.559
O 0.097 -0.176 0.131
O -0.165 0.398 0.102
N 0.120 -0.206 -0.003
O 0.266 -0.315 0.713
O -0.093 0.064 -0.531
H 0.158 -0.249 0.297
H -0.012 -0.089 -0.167
H -0.143 0.352 0.023

## Properties
- Total charge: -2
- HOMO (alpha / beta): -2.49 / 0.42 eV

***

Formula: C3H4N2O
Source: the Open Molecules 2025 dataset
Level of theory: ωB97M-V/def2-TZVPD

Element x y z (Å)
O 2.3870 0.1250 0.3249
C 1.1869 0.2302 0.3172
C 0.2654 -0.9026 -0.1462
N -0.9608 -0.1637 -0.3778
C -0.7687 1.0849 0.1299
N 0.4210 1.3913 0.5380
H 0.8075 -1.2700 -1.0191
H 0.1361 -1.7205 0.5712
H -1.8781 -0.5660 -0.4929
H -1.5964 1.7915 0.1547

Atomic forces in eV per Å
O -0.346 0.241 0.374
C 0.494 -0.079 0.005
C 0.181 -0.032 -0.026
N -0.028 0.109 -0.011
C -0.010 0.004 -0.037
N -0.116 -0.133 -0.081
H -0.637 -0.211 -0.260
H 0.128 0.241 -0.015
H 0.226 0.017 0.044
H 0.109 -0.159 0.007

## Properties
- SMILES: O=C1CNC=N1
- HOMO: -9.71 eV

***

Formula: C52H44F5N6O2P2STl
Source: the Open Molecules 2025 dataset
Level of theory: ωB97M-V/def2-TZVPD

Element x y z (Å)
Tl -1.2257 18.8254 12.7317
O -4.7318 25.2850 16.4266
N -5.0148 24.2848 15.7614
O -6.1985 24.0646 15.3848
C -4.0595 23.3218 15.3929
C -2.7257 23.6304 15.7489
C -1.5975 22.8389 15.3855
C -0.2436 23.0885 15.8457
C 0.6570 22.1352 15.4777
C 0.3440 20.9566 14.8053
N -0.8898 20.6899 14.3343
C -1.8112 21.5527 14.5945
C -3.2069 21.3459 14.1545
N -3.2861 20.2818 13.4131
C -4.4661 19.8865 12.9650
C -5.6004 20.6190 13.2228
C -5.5198 21.7591 14.0785
C -4.2809 22.2005 14.4268
H -2.4696 24.5727 16.2701
H 0.1280 24.0601 16.3242
H 1.6374 22.3640 15.7124
H 1.2638 20.3785 14.6464
H -4.4998 19.0440 12.2048
H -6.5409 20.5114 12.7087
H -6.4466 22.3945 14.3340
N -3.1687 17.0066 9.4113
C -3.0679 15.5317 9.8617
C -2.1800 15.1881 11.1193
N -0.7481 15.3690 11.0502
H -5.5567 17.2621 8.9228
H -3.4752 17.1262 8.3270
H -2.7712 14.8177 9.0909
H -4.1279 15.3979 10.3116
H -2.6379 14.1575 11.5608
H -2.5742 15.6298 12.0190
H -0.2230 15.7716 11.8176
H -0.1116 14.9957 10.3445
C 2.5539 20.4398 9.4797
N 2.9571 21.3848 10.5238
C 3.8559 20.6104 11.6388
P 2.8121 19.3216 12.3921
C 3.6877 17.7713 11.7841
C 2.9453 16.6491 11.5106
C 3.6080 15.4690 11.1625
C 4.9955 15.4873 10.9827
C 5.7002 16.6211 11.2783
C 5.0408 17.7612 11.7321
C 3.4737 19.3767 14.1011
C 3.8859 20.6482 14.6816
C 4.2226 20.5042 16.0766
C 4.0465 19.3839 16.8429
C 3.6942 18.1858 16.1770
C 3.3824 18.1818 14.8503
C 2.8933 22.7028 10.3272
C 3.9363 23.5922 10.7772
C 4.0267 24.8885 10.5226
C 3.1626 25.4538 9.5861
C 2.1940 24.6772 9.0326
C 2.0062 23.2642 9.3783
P 1.0665 19.2435 9.6931
C -0.1827 20.5294 10.0377
C -1.5807 20.1823 9.5053
C -2.4884 21.2644 9.6162
C -2.2948 22.3481 10.5577
C -1.1541 22.4475 11.2673
C -0.2069 21.4499 11.2214
C 0.8468 18.9068 7.8624
C 0.7321 19.9375 6.9402
C 0.7020 19.6483 5.5570
C 0.9433 18.3432 5.0967
C 1.1664 17.3636 6.0467
C 1.1057 17.5680 7.4528
H 3.6114 19.6175 9.4936
H 2.5685 21.0149 8.4464
H 4.1015 21.5339 12.1823
H 4.6881 20.5673 11.1072
H 1.8557 16.7531 11.4396
H 3.0236 14.6342 10.7853
H 5.4473 14.5276 10.6064
H 6.7752 16.7149 11.2288
H 5.7390 18.4923 12.1356
H 3.8623 21.6273 14.2721
H 4.3443 21.3811 16.7592
H 4.2202 19.2431 17.8720
H 3.8071 17.3329 16.7231
H 2.9009 17.3641 14.2327
H 4.6054 23.1900 11.6128
H 4.7656 25.6362 10.7961
H 3.3426 26.3352 9.1919
H 1.5978 25.1810 8.2477
H 1.0722 22.7803 8.8852
H -1.7285 19.5030 8.7037
H -3.5544 21.1725 9.1350
H -3.2384 23.0797 10.8413
H -0.7980 23.0353 12.0697
H 0.9501 21.6672 11.4449
H 0.2867 20.8196 7.3242
H 0.5645 20.4108 4.8774
H 1.2129 18.1768 4.1471
H 1.3426 16.3692 5.6845
H 1.0476 16.8062 8.2545
S 0.4952 15.9314 14.4387
F 1.1991 13.0527 13.7386
C 0.4202 13.1620 14.8196
C 0.0143 14.4303 15.2423
C -0.8272 14.3968 16.3486
F -1.2711 15.5119 16.9600
C -1.2517 13.2449 16.9039
F -2.0588 13.3382 17.9638
C -0.8078 12.0173 16.4816
F -1.2354 10.9184 17.1059
C 0.0660 11.9796 15.4265
F 0.5284 10.7898 15.0271

Atomic forces in eV per Å
Tl 0.022 -0.810 -0.421
O 0.503 0.278 0.334
N -0.628 -1.587 -0.991
O -0.194 0.410 0.192
C 1.548 0.940 -0.584
C 1.082 0.016 -0.314
C -0.460 -1.288 0.119
C -1.374 1.028 -0.798
C -1.117 0.042 -0.030
C 1.104 0.683 0.089
N 1.917 -0.488 0.494
C -1.532 4.347 2.299
C 2.071 0.592 0.096
N -0.744 -1.923 -0.766
C -0.645 -0.767 -2.175
C -0.480 1.852 1.016
C -2.646 -0.410 -1.933
C 0.312 1.163 3.333
H -0.615 -0.750 -0.203
H -0.985 -1.529 -0.591
H 2.120 -0.160 0.432
H -1.176 -0.679 -0.435
H 0.153 0.884 1.130
H -0.119 -0.829 0.070
H 1.825 -1.313 -0.475
N 0.105 -0.857 -1.899
C -1.569 1.888 1.347
C -1.141 -1.343 0.315
N 0.536 0.154 -0.302
H 0.327 0.026 0.054
H 0.823 -1.016 3.188
H -0.471 -0.019 -0.288
H 1.473 -0.679 -1.182
H 1.529 0.820 -1.743
H 0.290 1.679 0.173
H -0.610 -0.331 0.201
H -1.134 -0.123 0.263
C 3.571 -1.109 -1.339
N -0.039 -4.093 1.440
C -4.755 5.037 -0.381
P 0.526 -0.793 0.087
C -1.384 2.021 1.078
C -0.488 -0.668 -0.763
C -0.240 0.681 -0.977
C -0.563 -2.063 -0.404
C 0.478 0.717 0.355
C 2.135 -1.029 0.045
C 0.494 2.316 0.279
C -0.020 -4.207 2.641
C -1.180 2.642 0.627
C -0.069 -2.313 -2.698
C 0.528 2.212 -0.292
C -0.934 0.505 -2.236
C 0.631 2.244 -2.057
C 0.618 -3.271 3.615
C -0.189 2.925 -1.669
C -0.729 -4.161 1.216
C -1.025 -1.862 -0.412
C -1.313 2.107 -0.951
P 0.318 1.058 -0.342
C -4.634 -1.189 2.070
C 2.806 4.630 0.196
C -1.960 -0.477 1.161
C -4.048 0.824 -0.698
C 1.217 -1.381 1.571
C 5.239 -1.823 -5.360
C 1.229 -1.061 0.756
C -1.436 -1.565 -1.398
C 0.681 -1.526 1.965
C 0.243 1.826 4.530
C -0.242 -0.972 1.351
C -1.112 1.662 -0.667
H -3.088 2.098 -0.655
H -0.187 -1.330 1.982
H -0.404 -0.938 1.231
H 4.002 -1.893 -2.270
H 0.400 -0.345 0.330
H 0.110 -0.110 0.493
H -0.154 1.271 0.449
H 0.168 -0.477 -0.166
H -0.696 0.588 -0.228
H 0.052 0.356 -0.678
H 0.394 -0.116 -1.249
H 0.357 0.700 1.122
H -0.471 -2.487 1.301
H 0.969 0.284 1.498
H -0.663 0.465 -1.481
H 0.476 -0.875 0.884
H 0.683 4.472 -1.460
H -0.008 -0.815 0.497
H 2.041 0.423 1.188
H -0.118 -1.049 -0.137
H 2.281 0.145 0.862
H 2.618 -1.811 -1.172
H -1.088 1.897 0.646
H -3.022 -0.375 0.695
H 0.315 1.296 0.064
H -0.390 1.624 -1.372
H 0.246 -0.741 -3.605
H 0.169 -0.466 -0.052
H 0.486 0.195 -0.945
S -0.119 -0.503 0.358
F 0.353 -0.037 -0.264
C 0.311 0.270 -0.515
C 0.194 0.795 -0.537
C 0.272 1.301 -0.346
F 0.160 0.097 -0.428
C -0.337 -0.604 0.882
F -0.456 -0.369 0.511
C -0.240 0.195 0.145
F -0.017 -0.597 0.157
C -0.265 -0.086 0.289
F 0.207 -0.196 -0.379

## Properties
- Total charge: -2
- HOMO (alpha / beta): -0.69 / -1.35 eV

***

Q: Which energy relative to the best compared isomer or geometry (same formula, charge and spin) values were calculated for the entries above? A: 157.5 57.7 1223.2, in kJ/mol.